No. 1
This record from OMol25 describes an isolated molecule of C3H5NS2 in a non-equilibrium geometry. The level of theory is ωB97M-V/def2-TZVPD.

Geometry as XYZ:
```
11
Properties=species:S:1:pos:R:3:forces:R:3
C 0.547624 -0.426403 0.070037 -2.6 2.3 0.6
C -0.116999 0.785124 0.316688 1.9 -1.6 -0.2
C -1.594230 1.087908 0.218325 2.1 -0.7 1.4
N 1.827227 -0.522204 0.429331 1.8 -0.4 -0.8
S 1.718123 -2.779073 -1.540594 0.4 0.3 0.3
S 2.694107 -1.638350 -0.308591 -0.2 -0.2 0.3
H 0.145375 -1.308341 -0.391737 -0.8 -0.1 -0.2
H 0.656348 1.489742 0.690012 -1.1 0.0 0.0
H -2.027641 0.365191 0.914626 -0.5 0.9 0.5
H -2.030130 0.813707 -0.663915 -0.7 -1.0 -2.8
H -1.819805 2.132699 0.265819 -0.2 0.5 1.0
```
Positions in Å, forces in eV/Å.

## Properties
DFT total energy   -26350.514 eV
F_max   3.512 eV Å⁻¹

=====

No. 2
This record from OMol25 describes an isolated molecule of CH5N3O2 in a non-equilibrium geometry. The level of theory is ωB97M-V/def2-TZVPD.

Geometry as XYZ:
```
11
Properties=species:S:1:pos:R:3:forces:R:3
C -0.844036 1.168267 0.377749 -0.7 -0.2 0.5
N -0.010084 0.561098 -0.676661 -0.1 2.5 -0.5
N 0.156486 -0.738630 -0.811821 -3.1 -3.3 0.4
N 1.073376 -1.337844 0.143736 1.4 0.2 -1.1
O 2.032529 -0.668510 0.520174 -1.5 -0.2 0.0
O 0.960642 -2.523997 0.214480 -0.2 -1.1 0.8
H -1.620357 0.479554 0.819615 0.4 0.2 -1.5
H -0.355972 1.344891 1.332968 0.9 0.7 -0.1
H -1.338556 2.101878 -0.013236 0.6 -1.0 0.5
H 0.804332 1.113650 -1.064816 -1.7 -0.9 0.8
H -0.858360 -1.500358 -0.842188 4.1 3.2 0.3
```
Positions in Å, forces in eV/Å.

## Properties
DFT total energy   -9677.794 eV
F_max   5.222 eV Å⁻¹
SMILES string   CNN[N+](=O)[O-]

=====

No. 3
This record from OMol25 describes an isolated molecule of C4H9N3O in a non-equilibrium geometry. The level of theory is ωB97M-V/def2-TZVPD.

Geometry as XYZ:
```
17
Properties=species:S:1:pos:R:3:forces:R:3
C 0.529138 1.755198 -0.243819 0.9 -0.6 0.8
N -0.488118 0.804049 0.157850 0.4 0.4 -0.2
C -0.447304 -0.499770 -0.087404 0.8 -0.5 0.4
N -1.511968 -1.279238 -0.128309 -1.1 0.0 -0.1
C -2.763974 -0.723514 -0.026347 -0.3 0.1 -0.2
O -3.073208 0.451213 0.245911 0.3 -1.0 -0.2
N 0.759708 -1.137239 -0.282359 -0.9 0.5 -0.2
C 2.029311 -0.797376 0.337819 0.3 0.5 0.2
H 1.022381 1.438490 -1.160308 -0.1 0.1 -0.2
H 0.048841 2.701005 -0.386988 -0.1 0.5 -0.1
H 1.324608 1.850669 0.533070 -0.6 0.2 -0.5
H -1.448384 1.116178 0.233266 -0.4 0.2 0.2
H -3.596934 -1.460718 -0.239530 0.8 0.6 0.3
H 0.545102 -2.098777 -0.447320 0.3 -0.5 0.0
H 2.694019 -0.251672 -0.378097 -0.4 -0.4 0.6
H 1.840354 -0.131350 1.219162 0.4 -0.8 -0.6
H 2.536433 -1.737141 0.653399 -0.4 0.8 -0.1
```
Positions in Å, forces in eV/Å.

## Properties
DFT total energy   -10811.815 eV
F_max   1.366 eV Å⁻¹
SMILES string   CNC(=NC=O)NC

=====

No. 4
This record from OMol25 describes a structure of composition C46H50BFN10O3W in a non-equilibrium geometry. The level of theory is ωB97M-V/def2-TZVPD.

Geometry as XYZ:
```
112
Properties=species:S:1:pos:R:3:forces:R:3
W -1.167717 1.461546 0.922181 -0.5 -1.2 -0.2
C -2.894510 -1.846643 0.130750 0.0 0.0 0.0
C -2.264483 -1.682398 1.462347 0.1 0.4 0.0
C -2.381295 -2.593636 2.523387 -0.1 0.0 0.2
C -1.752466 -2.023865 3.591445 0.0 -0.2 -0.2
C -1.563811 -2.564716 4.966324 0.0 0.1 0.0
N -1.245274 -0.831069 3.164754 0.1 0.1 0.0
N -1.551567 -0.621334 1.842514 -0.3 -0.3 -0.2
B -0.435511 0.036589 3.980031 -0.2 0.0 -0.1
N 0.603726 0.834377 3.383617 0.1 0.1 0.1
N 0.730355 0.975028 2.020537 0.3 0.2 0.2
C 1.958215 1.450431 1.804791 -0.2 -0.2 -0.1
C 2.548222 1.611907 0.448202 0.0 0.1 0.0
C 2.605055 1.676559 3.029145 0.1 0.0 0.1
C 1.728538 1.293853 4.008213 0.1 0.0 -0.1
C 1.900790 1.304707 5.484932 0.0 -0.1 0.0
N -2.111211 1.777306 4.400090 0.1 -0.2 0.1
N -2.830652 1.733032 1.745441 0.4 1.0 -0.1
C -3.872310 2.341955 2.128848 -0.2 -0.3 -0.1
C -4.608439 3.263726 1.194750 0.2 0.0 0.0
C -4.349932 2.159416 3.487939 0.1 -0.1 0.2
C -3.528498 1.854499 4.507443 -0.2 0.1 -0.2
C -4.056114 1.611797 5.888185 0.0 0.0 0.0
H -3.681177 -2.595827 0.193126 0.0 0.0 0.0
H -3.340687 -0.917604 -0.203283 -0.1 0.0 -0.1
H -2.164441 -2.184052 -0.603129 0.0 0.0 -0.1
H -2.903350 -3.535169 2.505487 0.0 0.0 0.0
H -2.005141 -3.556022 5.023314 0.0 0.0 0.0
H -0.506511 -2.640131 5.219729 0.0 0.0 0.0
H -2.045300 -1.931703 5.713164 0.0 0.0 0.0
H -0.374955 -0.182511 5.134415 0.1 0.0 0.1
H 1.860499 1.283982 -0.324475 0.0 0.0 0.0
H 2.832083 2.649013 0.268451 0.0 0.0 0.0
H 3.455632 1.008841 0.390556 0.0 0.0 0.0
H 3.609086 2.042299 3.167111 0.0 0.0 0.0
H 2.805972 1.851652 5.735661 0.0 0.0 0.0
H 1.054856 1.788852 5.972439 0.0 0.0 0.0
H 1.989804 0.290761 5.877687 0.0 0.0 0.0
H -4.116432 3.264890 0.226435 -0.1 0.0 -0.1
H -5.643550 2.941444 1.073787 0.0 0.0 0.0
H -4.614471 4.272856 1.613098 0.0 0.0 0.0
H -5.397520 2.336479 3.689860 0.0 -0.1 0.0
H -5.119780 1.828606 5.944041 0.0 0.0 0.0
H -3.913200 0.565352 6.172521 0.0 0.0 0.0
H -3.538250 2.234571 6.621031 0.0 0.0 0.0
C -1.769404 -2.931482 -5.764980 0.1 0.1 0.0
C -0.849460 -1.747032 -5.484729 -0.2 -0.3 0.0
N -0.749177 -1.423417 -4.065166 0.0 0.2 0.0
C -1.729392 -0.646190 -3.507859 0.0 0.0 0.0
C -1.605277 -0.090038 -2.276845 -0.1 -0.1 0.3
C -2.744428 0.717773 -1.727759 0.3 -0.1 -0.4
O -3.843530 0.669252 -2.233132 0.0 0.1 0.1
O -2.438665 1.503202 -0.723802 -0.2 0.1 0.3
C -0.416497 -0.297535 -1.519130 -0.3 -0.2 -0.6
O -0.180666 0.316572 -0.376874 0.4 0.1 0.3
C 0.491749 -1.284048 -1.994464 0.1 0.1 0.3
C 1.565781 -1.733549 -1.214123 0.0 0.0 0.0
C 2.409346 -2.720984 -1.675895 0.0 0.1 -0.1
F 3.446461 -3.068820 -0.874527 0.0 -0.1 0.0
C 2.224419 -3.344109 -2.902313 -0.1 0.1 0.2
C 1.138019 -2.899187 -3.680456 0.0 0.0 -0.1
C 0.299959 -1.875708 -3.272373 0.1 -0.2 0.0
N 3.013210 -4.416241 -3.403596 0.0 -0.1 -0.1
C 3.642192 -4.252062 -4.707366 0.1 0.0 0.1
C 3.577486 -5.605672 -5.434934 0.0 0.4 -0.2
N 3.496960 -6.676825 -4.390943 0.0 -0.1 0.0
C 4.435752 -6.380371 -3.267637 0.1 0.1 0.3
C 3.890343 -5.158185 -2.505240 -0.1 0.1 0.0
H -1.805017 -3.125236 -6.836874 0.0 0.0 0.0
H -2.781729 -2.718219 -5.422292 0.0 0.0 0.0
H -1.423785 -3.831656 -5.254465 0.0 0.0 0.0
H -1.226942 -0.862112 -5.998091 0.0 0.0 0.0
H 0.153677 -1.936509 -5.864479 0.0 0.1 0.0
H -2.622770 -0.475103 -4.093490 0.0 0.0 0.0
H 1.738815 -1.292983 -0.241249 0.0 0.0 0.0
H 0.949721 -3.402085 -4.619879 0.0 0.0 0.0
H 4.685201 -3.924579 -4.602706 0.0 0.0 0.0
H 3.124686 -3.495745 -5.288761 0.0 0.0 0.0
H 4.463739 -5.775462 -6.043391 0.0 -0.1 0.0
H 2.694853 -5.686456 -6.066164 0.0 -0.1 0.1
H 3.669054 -7.594930 -4.797218 0.0 0.0 0.0
H 2.550495 -6.659472 -4.004818 0.0 0.0 0.0
H 5.415010 -6.188824 -3.701477 0.0 0.0 -0.1
H 4.514197 -7.246362 -2.615045 0.0 -0.1 -0.1
H 4.737849 -4.569769 -2.142612 0.0 0.0 0.0
H 3.311148 -5.476555 -1.639930 0.0 0.0 0.0
C -1.071897 3.894845 4.801397 0.0 0.0 -0.1
C -0.263493 4.967736 4.470025 0.0 0.0 0.1
C 0.213153 5.061035 3.182752 0.0 0.1 0.0
C -0.125062 4.090756 2.234968 -0.2 -0.2 0.2
C -0.933722 2.983015 2.532148 0.2 0.3 0.1
C -1.393080 2.922389 3.862266 0.0 -0.1 -0.1
C 0.386628 4.158749 0.871455 -0.2 -0.4 -0.5
C 1.341849 5.134175 0.525676 0.3 0.3 0.0
C 1.931517 5.137436 -0.695304 -0.1 -0.1 0.1
C 1.476263 4.221655 -1.661759 -0.2 -0.1 0.1
C 2.003841 4.226416 -2.967502 0.0 0.0 -0.1
C 1.455885 3.449063 -3.948720 0.1 0.1 0.0
C 0.318554 2.689481 -3.646021 0.0 0.0 0.2
C -0.189590 2.654278 -2.371762 0.0 -0.1 -0.2
C 0.402481 3.358774 -1.315608 0.1 0.0 -0.2
N -0.074406 3.246055 -0.006861 0.3 0.6 0.1
H -1.453450 3.804922 5.812945 0.0 0.0 0.0
H -0.009424 5.710869 5.213408 0.0 0.0 0.0
H 0.850491 5.896528 2.933178 -0.1 0.0 0.0
H -1.765676 1.608033 5.336883 0.0 0.2 0.0
H 1.634738 5.873884 1.252653 0.0 -0.1 0.0
H 2.704830 5.850471 -0.952038 0.0 0.0 0.0
H 2.834741 4.887927 -3.180182 0.0 0.0 0.0
H 1.858214 3.461057 -4.952618 0.0 0.0 0.0
H -0.189289 2.140722 -4.429116 0.0 0.0 0.0
H -1.101757 2.136794 -2.192074 0.0 -0.1 0.1
```
Positions in Å, forces in eV/Å.

## Properties
Net charge   +2
DFT total energy   -74766.718 eV
F_max   1.277 eV Å⁻¹
Multiplicity   3
<S²>   2.05

=====

No. 5
This record from OMol25 describes an isolated molecule of C4H4N2O in a non-equilibrium geometry. The level of theory is ωB97M-V/def2-TZVPD.

Geometry as XYZ:
```
11
Properties=species:S:1:pos:R:3:forces:R:3
N 2.365968 -0.651565 1.374784 -0.4 0.1 -0.4
C 1.725868 -0.383242 0.456371 1.1 -0.1 1.7
C 0.981262 -0.035715 -0.724485 0.4 1.1 -0.5
O -0.191516 -0.732013 -0.824619 0.0 -0.2 -0.3
C -1.187828 -0.374985 0.076778 -1.6 -1.1 -0.5
C -1.422231 1.007524 0.484835 0.4 0.8 -0.4
N -1.626591 2.081704 0.840106 0.0 -0.3 -0.1
H 1.597306 -0.377064 -1.552637 0.0 0.6 -0.4
H 0.728251 1.054756 -0.715876 0.8 -0.6 -0.3
H -2.001792 -0.692380 -0.591282 -0.8 0.1 1.3
H -1.134150 -0.929869 1.016486 0.0 -0.3 -0.1
```
Positions in Å, forces in eV/Å.

## Properties
DFT total energy   -9238.412 eV
F_max   2.050 eV Å⁻¹
SMILES string   N#CCOCC#N

=====

No. 6
This record from OMol25 describes a structure of composition C4H6CaFO4 in a non-equilibrium geometry. The level of theory is ωB97M-V/def2-TZVPD.

Geometry as XYZ:
```
16
Properties=species:S:1:pos:R:3:forces:R:3
C 2.364266 -0.196619 2.004429 -0.4 -0.1 0.1
O 1.113021 0.369069 2.052356 -0.6 0.1 -0.8
H 2.714263 -0.408651 0.966070 0.2 0.0 0.0
H 3.143451 0.446900 2.474486 -0.1 -0.2 -0.2
H 2.416655 -1.186246 2.528322 0.1 0.3 -0.1
C -1.681150 -0.209271 -1.727454 1.8 -0.5 1.5
O -0.527563 0.443664 -1.891922 -0.3 0.3 -0.8
C 0.006174 0.876231 -0.650337 0.2 -0.1 0.8
C -0.569806 -0.064614 0.403130 0.4 0.4 -0.5
O -1.886568 -0.589202 -0.522711 -0.5 0.4 -0.7
O -2.344015 -0.513459 -2.720658 -1.0 -0.1 -0.6
F -0.432159 2.158215 -0.462477 0.0 -0.2 0.0
H 1.097191 0.871998 -0.707891 -0.3 0.0 0.0
H -0.037785 -1.023302 0.426463 -0.5 0.6 0.9
H -1.156043 0.476478 1.150754 0.8 -0.9 0.3
Ca -4.219932 -1.451190 -3.322559 0.2 0.1 0.1
```
Positions in Å, forces in eV/Å.

## Properties
DFT total energy   -33587.522 eV
F_max   2.396 eV Å⁻¹
Multiplicity   2
<S²>   0.75